[1]
Entry from the OMol25 dataset: 10 unconnected molecules or ions with the total composition C40H63BN9O8 (ωB97M-V/def2-TZVPD).

Properties
Lowest unoccupied orbital energy   1.76 eV
Charge   -1
HOMO energy   -8.0 eV
E   -72974.9561 eV
ΔE to the lowest compared entry with this formula, charge and spin   45.8 kJ/mol
Multiplicity   1
Kohn-Sham gap   9.79 eV

The geometry in XYZ format:
```
121
Properties=species:S:1:pos:R:3:forces:R:3
O -1.8386 0.1584 -3.3274 1.51 0.53 2.65
C -1.1480 0.4141 -2.3312 -1.80 -1.27 -1.29
O -1.3263 -0.0613 -1.0883 -1.16 0.00 -1.86
B -0.3216 0.4416 -0.1972 0.48 0.21 1.33
O 0.5740 1.2549 -1.0416 -0.28 -0.09 -0.92
C 0.1181 1.2445 -2.2978 2.45 1.64 -1.68
O 0.6682 1.7707 -3.2774 -1.57 -1.27 2.56
O 0.3270 -0.7122 0.4844 0.62 -0.26 0.62
C 0.2633 -0.5676 1.8098 1.07 -1.96 1.40
O 0.6719 -1.3264 2.6998 -0.75 1.26 -2.72
C -0.4614 0.7087 2.1037 -0.80 1.33 1.89
O -0.8618 1.2378 0.9278 0.21 -0.02 0.53
O -0.6484 1.1166 3.2386 -0.03 -0.50 -2.61
C -4.3529 -0.7424 0.4031 -0.30 0.18 -0.69
C -5.5740 -0.6416 -0.5848 0.68 0.39 1.17
C -5.3281 0.3711 -1.7358 0.28 -0.80 0.04
C -4.8296 1.7026 -1.3660 0.83 2.32 0.95
N -4.4046 2.7591 -1.0824 -1.10 -2.67 -0.73
H -3.4923 -1.2081 -0.0772 -0.07 -0.05 -0.22
H -4.5293 -1.3005 1.3226 -0.43 -0.05 -0.17
H -3.9987 0.2452 0.6985 -0.16 0.15 0.03
H -6.4806 -0.3730 -0.0427 0.06 0.27 0.16
H -5.8032 -1.6311 -0.9803 0.20 0.07 -0.38
H -6.2230 0.4700 -2.3503 0.00 0.13 0.03
H -4.5533 -0.0633 -2.3676 0.11 0.08 -0.23
C -3.5921 -0.6520 4.0499 -0.63 -0.14 -0.46
C -3.4051 -1.3066 5.3968 0.31 -0.13 0.37
C -1.9505 -1.3390 5.8513 0.48 0.41 0.37
C -1.3534 -0.0189 6.1876 0.45 0.95 -0.38
N -0.8392 1.0029 6.3885 -0.92 -1.48 0.06
H -3.1926 0.3590 3.9703 -0.16 0.05 0.25
H -4.6619 -0.6926 3.8447 -0.16 0.56 -0.12
H -3.1728 -1.2097 3.2125 0.46 -0.26 0.20
H -3.7583 -2.3368 5.3508 0.06 -0.17 -0.10
H -4.0316 -0.8468 6.1611 0.04 0.30 -0.03
H -1.3625 -1.7986 5.0570 0.27 0.12 -0.02
H -1.8105 -1.9431 6.7477 -0.17 -0.20 0.00
C 0.0282 -2.6985 -6.1909 0.26 0.88 -0.22
C -0.7982 -1.3999 -6.1197 0.22 -0.99 0.04
C 0.0598 -0.1725 -5.7611 -0.16 -0.45 -0.13
C 1.2832 -0.0260 -6.6089 -0.23 -0.03 0.46
N 2.2466 0.1129 -7.2284 -0.63 -0.14 0.22
H -0.5997 -3.5607 -6.4156 0.12 0.04 -0.27
H 0.5368 -2.8897 -5.2460 -0.02 0.07 0.08
H 0.8038 -2.5162 -6.9347 0.06 -0.65 -0.19
H -1.5352 -1.6387 -5.3530 -0.21 0.90 0.16
H -1.3360 -1.2405 -7.0543 0.03 -0.01 -0.08
H 0.3183 -0.2802 -4.7076 0.48 0.22 -0.19
H -0.5324 0.7399 -5.8312 0.11 0.03 -0.01
C -1.2425 -3.5731 0.1567 -0.06 1.04 -0.33
C -1.6509 -4.1968 -1.1756 0.62 -1.00 -0.23
C -1.3992 -3.3314 -2.4178 -0.09 0.61 0.09
C -0.0114 -2.8710 -2.4796 1.16 0.24 -0.49
N 1.0836 -2.5002 -2.5611 -1.21 -0.35 0.13
H -1.7295 -2.6048 0.2721 -0.44 -0.12 0.37
H -0.2018 -3.2494 0.1422 0.22 -0.31 -0.28
H -1.3396 -4.1866 1.0525 -0.41 -0.13 -0.25
H -2.6402 -4.6437 -1.2741 -0.38 0.54 0.52
H -1.0313 -5.0858 -1.2937 0.29 -0.15 -0.17
H -1.9907 -2.4189 -2.4935 -0.24 0.22 0.62
H -1.6925 -3.8202 -3.3469 0.43 -0.47 0.01
C 2.5445 -5.1073 2.0419 -0.06 -0.17 -0.68
C 2.3909 -4.8936 0.5210 0.02 -0.48 0.98
C 2.7628 -3.4666 0.1071 0.81 -0.39 -0.08
C 4.1526 -3.0497 0.4935 1.67 0.30 0.18
N 5.2450 -2.7152 0.7569 -2.61 -0.84 -0.59
H 2.0262 -4.2965 2.5538 0.17 0.03 0.22
H 3.6032 -5.1414 2.2989 -0.02 0.28 0.19
H 2.1144 -6.0534 2.3706 -0.09 -0.02 -0.07
H 1.3640 -5.1196 0.2339 -0.23 0.48 -0.02
H 2.9426 -5.6534 -0.0326 0.47 0.19 -0.01
H 2.0821 -2.7435 0.5564 -0.10 0.07 -0.16
H 2.6923 -3.4577 -0.9806 0.03 0.64 0.04
C -3.0293 5.8740 2.2904 -0.10 -0.33 -0.35
C -3.6024 4.4665 2.1106 -0.76 0.25 1.11
C -2.6929 3.3540 2.6673 0.34 0.19 -0.49
C -1.9600 3.6832 3.9218 1.24 0.69 1.48
N -1.3748 3.9613 4.9004 -1.72 -0.57 -2.46
H -2.7780 6.2257 3.2910 -0.07 -0.47 0.12
H -3.7356 6.5872 1.8653 0.18 0.13 -0.18
H -2.1172 5.8283 1.6954 0.18 0.65 0.02
H -3.7677 4.3811 1.0366 0.22 -0.59 0.02
H -4.5920 4.3308 2.5469 -0.15 0.39 0.23
H -2.0416 3.1548 1.8163 0.75 -0.22 0.61
H -3.2025 2.4069 2.8446 -0.26 0.11 -0.05
C 4.0435 1.0110 0.0422 0.61 0.82 0.50
C 3.4897 1.5162 1.4049 -0.36 -0.55 -1.71
C 2.7081 2.8433 1.2658 -0.39 -0.93 0.30
C 2.2830 3.1876 2.6212 -0.17 1.26 0.53
N 1.9659 3.5044 3.6844 0.25 -0.22 -0.67
H 3.3579 0.7638 -0.7683 -0.52 0.05 0.46
H 4.7118 0.1602 0.1754 0.01 0.00 0.08
H 4.6304 1.8531 -0.3245 0.36 -0.12 -0.34
H 4.3092 1.6544 2.1101 -0.02 -0.06 -0.02
H 2.8252 0.7419 1.7884 -0.09 0.14 0.41
H 1.8017 2.7364 0.6699 -0.07 -0.40 -0.08
H 3.2419 3.6322 0.7360 0.40 0.08 0.49
C 0.9803 5.1928 -5.0581 0.69 1.31 0.96
C 1.3267 4.5734 -6.3898 -0.05 -0.80 0.58
C 2.2575 3.3268 -6.2642 0.02 0.48 -0.90
C 3.6972 3.6126 -6.2216 2.77 0.90 0.59
N 4.8528 3.8222 -6.2071 -2.96 -0.49 -0.10
H 0.6434 4.5272 -4.2633 -0.39 -0.44 -0.50
H 0.2703 6.0101 -5.1848 -0.35 -0.19 -0.04
H 1.8088 5.6969 -4.5605 0.52 -0.01 -0.26
H 1.7392 5.2835 -7.1065 0.09 0.09 0.17
H 0.3465 4.2842 -6.7687 0.21 -0.53 -0.48
H 2.2105 2.7567 -7.1920 -0.47 -0.34 0.09
H 1.9884 2.6864 -5.4242 -0.06 0.02 -0.03
C 5.5360 -0.9632 4.2657 0.26 -0.55 -0.20
C 4.2805 -1.6291 3.7374 0.06 0.46 -0.51
C 3.1415 -1.6269 4.7323 -0.46 -0.23 0.41
C 2.5804 -0.3008 4.9987 -0.67 1.39 0.13
N 2.1122 0.7453 5.1890 0.84 -1.48 -0.19
H 5.8058 -1.4898 5.1811 0.29 0.34 0.24
H 5.4528 0.1125 4.4208 -0.23 -0.09 0.21
H 6.3315 -1.1260 3.5385 0.14 0.05 0.04
H 4.5068 -2.6541 3.4437 -0.01 -0.04 0.10
H 3.9971 -1.1115 2.8209 -0.29 -0.10 -0.06
H 3.4702 -2.0450 5.6837 0.20 0.05 0.17
H 2.3224 -2.2783 4.4276 -0.08 0.12 -0.28
```
Positions in Å, forces in eV/Å.



[2]
Entry from the OMol25 dataset: a molecular structure, C20H32BN10Pd (ωB97M-V/def2-TZVPD).

Properties
Lowest unoccupied orbital energy (spin up / spin down)   -8.56 / -12.91 eV
Charge   +3
HOMO energy (spin up / spin down)   -17.3 / -17.2 eV
E   -40287.8397 eV
ΔE to the lowest compared entry with this formula, charge and spin   53.1 kJ/mol
Multiplicity   5
Kohn-Sham gap (spin up / spin down)   8.73 / 4.27 eV

The geometry in XYZ format:
```
64
Properties=species:S:1:pos:R:3:forces:R:3
Pd 0.1050 -0.3979 -0.1383 -0.32 -0.13 1.06
C -2.3691 -1.8352 -2.2094 -0.04 -0.14 0.04
C -2.3885 -2.2932 -0.7931 0.68 0.81 0.42
C -3.1491 -3.2643 -0.1495 -0.46 -0.17 -0.45
C -2.7632 -3.2330 1.2453 0.75 0.56 0.83
C -3.2733 -4.0714 2.3348 -0.11 -0.14 0.09
N -1.8278 -2.2921 1.3700 -0.87 -1.17 0.13
N -1.5934 -1.7434 0.1388 0.00 -0.13 -1.53
B -1.1487 -1.6682 2.6303 -0.13 1.04 -0.02
N 0.3906 -1.9160 2.5392 0.65 -0.87 1.01
N 1.1130 -1.2899 1.5714 1.13 0.11 -0.78
C 2.4367 -1.4592 1.7613 -0.81 0.43 -0.32
C 3.4441 -0.8252 0.8685 0.08 -0.14 0.06
C 2.5776 -2.2564 2.8884 0.68 0.11 -0.01
C 1.2422 -2.5306 3.3695 -1.28 0.17 -0.22
C 0.8583 -3.3371 4.5298 0.02 -0.10 0.18
N -1.3755 -0.1493 2.5626 0.02 -0.69 0.17
N -0.9412 0.6189 1.5154 0.43 -0.06 -0.84
C -1.2954 1.8811 1.7431 -0.11 -0.05 0.24
C -0.9786 2.9816 0.7991 -0.01 0.08 -0.04
C -1.9726 1.9422 2.9692 0.08 -0.43 -0.04
C -2.0061 0.6433 3.4582 -0.14 0.91 -0.06
C -2.6166 0.1666 4.7246 0.03 -0.38 0.07
H -3.3815 -1.6676 -2.5754 -0.03 -0.01 0.05
H -1.8200 -0.8986 -2.2893 0.01 -0.01 -0.07
H -1.9117 -2.5893 -2.8517 0.04 0.01 0.01
H -3.8903 -3.9130 -0.5930 0.00 -0.06 0.07
H -3.9394 -4.8378 1.9465 0.00 -0.01 0.04
H -2.4528 -4.5461 2.8789 -0.02 0.02 -0.02
H -3.8245 -3.4693 3.0669 0.01 0.04 -0.07
H -1.5887 -2.1399 3.6211 0.00 -0.15 0.02
H 2.9752 -0.0722 0.2369 0.04 0.00 -0.03
H 4.2229 -0.3409 1.4567 -0.02 0.01 0.03
H 3.9274 -1.5726 0.2380 -0.03 0.00 -0.03
H 3.4998 -2.5987 3.3346 -0.04 -0.07 0.05
H 1.7304 -3.8140 4.9698 -0.03 -0.01 0.02
H 0.3783 -2.7153 5.2955 0.03 0.04 -0.06
H 0.1270 -4.1014 4.2536 0.02 0.03 -0.01
H -0.4365 2.6178 -0.0752 0.01 0.03 -0.02
H -1.8927 3.4720 0.4644 0.00 -0.04 -0.04
H -0.3768 3.7451 1.2919 0.05 -0.03 -0.01
H -2.3875 2.8211 3.4331 0.00 -0.02 0.03
H -3.0555 1.0014 5.2622 -0.01 0.02 -0.01
H -3.3990 -0.5713 4.5355 -0.04 0.07 0.01
H -1.8779 -0.3083 5.3733 0.00 0.08 0.02
C 4.1821 -1.0376 -5.2410 0.02 0.00 0.22
C 3.5260 -2.4117 -5.2863 0.04 -0.04 -0.28
C 4.1723 -3.4220 -4.3490 -0.08 0.05 0.23
C 2.0030 -2.3358 -5.1031 0.54 -0.35 -0.37
N 1.6032 -1.6192 -3.8892 -0.48 0.32 0.15
C 1.1207 -0.3677 -3.7783 0.34 -0.20 -0.01
N 0.8803 -0.1464 -2.5086 -0.15 0.31 0.04
N 1.2109 -1.2839 -1.8742 -0.40 0.37 0.01
N 1.6237 -2.1818 -2.6900 0.17 -0.19 0.05
H 5.2081 -1.1023 -5.5986 -0.01 0.01 -0.03
H 4.2365 -0.6495 -4.2180 -0.06 0.03 -0.02
H 3.6584 -0.3137 -5.8686 0.03 0.02 -0.01
H 3.6510 -2.7919 -6.3056 -0.12 0.00 0.02
H 3.9876 -3.1759 -3.2988 0.07 0.05 -0.03
H 5.2501 -3.4418 -4.4986 0.01 -0.03 -0.03
H 3.7829 -4.4267 -4.5185 0.04 0.00 -0.04
H 1.5887 -3.3409 -5.0439 -0.14 0.06 0.05
H 1.5505 -1.8060 -5.9391 -0.10 0.05 0.07
H 0.9845 0.3256 -4.5925 0.01 -0.04 -0.02
```
Positions in Å, forces in eV/Å.



[3]
Entry from the OMol25 dataset: a molecular structure, C24H43CeIP2 (ωB97M-V/def2-TZVPD).

Properties
Lowest unoccupied orbital energy (spin up / spin down)   -3.34 / -3.30 eV
Charge   +1
HOMO energy (spin up / spin down)   -11.0 / -11.0 eV
E   -65187.2005 eV
Multiplicity   2
Kohn-Sham gap (spin up / spin down)   7.63 / 7.65 eV

The geometry in XYZ format:
```
71
Properties=species:S:1:pos:R:3:forces:R:3
Ce -0.9830 1.3567 0.3651 -0.85 -1.11 0.45
C -0.5404 0.7809 2.7501 0.58 1.60 0.90
C 0.6743 1.3213 2.2033 -0.57 0.88 1.17
C -0.7391 3.1001 2.6812 0.76 -1.21 0.14
C -1.4176 1.8935 3.0302 1.21 -0.56 -0.07
C 0.5405 2.7569 2.1396 -0.66 -1.16 0.76
C -0.8126 -0.6479 3.0433 0.07 -0.63 0.09
H 0.1179 -1.2147 3.1658 -0.13 0.11 -0.05
H -1.4035 -1.1661 2.2725 0.05 0.06 0.04
H -1.3807 -0.7494 3.9760 0.03 0.05 -0.21
C -2.6728 1.8093 3.8190 -0.73 0.05 0.21
H -2.6234 1.0105 4.5741 0.02 0.21 -0.27
H -3.5453 1.6062 3.1807 0.20 0.06 0.33
H -2.8695 2.7513 4.3529 0.09 -0.30 -0.18
C -1.0803 4.4423 3.2256 -0.34 0.78 -0.17
H -1.5359 4.3799 4.2296 0.18 -0.11 -0.48
H -1.7899 4.9745 2.5802 0.08 0.10 0.22
H -0.1792 5.0654 3.3286 -0.31 -0.19 -0.13
C 1.6773 3.6914 1.9470 0.51 0.62 -0.36
H 1.3633 4.6686 1.5570 0.05 -0.23 0.05
H 2.4238 3.2877 1.2514 -0.10 0.14 0.13
H 2.2011 3.8927 2.8986 -0.21 -0.16 -0.27
C 1.8822 0.5523 1.8075 0.41 -0.24 0.48
H 2.7625 1.1943 1.7379 -0.10 -0.04 0.04
H 1.7752 0.0671 0.8361 0.15 -0.19 -0.21
H 2.1017 -0.2271 2.5686 -0.12 0.27 -0.61
C 0.4546 -3.8971 1.4424 -0.21 -0.74 0.61
C 1.6466 -3.8969 2.0415 -0.34 -0.13 0.16
C 2.9924 -3.7618 1.3832 0.64 -0.46 0.07
C 3.1450 -4.2477 -0.0893 0.23 -0.41 0.70
C 3.0850 -3.1833 -1.1211 -0.59 1.06 -0.59
C 2.1281 -2.2397 -1.1921 1.17 -0.63 -0.55
C 0.9551 -2.2000 -0.2840 -0.76 0.73 -0.13
C 0.2267 -3.5240 0.0128 -0.03 0.03 -0.19
H 3.6644 -4.4049 1.9843 -0.24 0.36 -0.22
H 2.3922 -5.0183 -0.2750 0.14 -0.07 -0.02
H 3.4036 -2.7498 1.4842 -0.06 -0.02 -0.01
H 0.5358 -4.3201 -0.6817 -0.05 0.28 0.15
H -0.4370 -4.2097 2.0014 0.41 0.34 0.02
H 1.6975 -4.0701 3.1217 -0.15 -0.11 -0.35
H -0.8481 -3.3884 -0.1651 0.19 -0.04 0.13
H 1.2858 -1.7347 0.6532 -0.35 -0.31 -0.06
H 2.1914 -1.4592 -1.9591 0.12 -0.31 0.24
H 0.1988 -1.5106 -0.7275 0.67 -0.34 0.49
H 4.1212 -4.7455 -0.1873 -0.33 0.11 0.13
H 3.8966 -3.1909 -1.8476 -0.18 0.22 0.05
P -1.0322 -0.7714 -2.4746 -0.24 -0.54 -2.12
P -1.1127 2.3577 -2.2152 -0.59 0.57 -2.48
C -1.5126 0.1964 -3.9960 -0.09 0.07 0.24
C -2.0080 1.5864 -3.6576 -0.14 0.05 0.18
H -2.2967 -0.3894 -4.4961 0.33 0.21 -0.08
H -0.6366 0.2384 -4.6616 -0.30 0.07 0.26
H -1.8737 2.2565 -4.5182 -0.11 -0.02 0.25
H -3.0790 1.5820 -3.3969 0.32 0.04 -0.03
C -1.6741 4.0390 -2.6047 0.54 0.48 0.08
H -1.1685 4.7681 -1.9590 -0.24 0.02 -0.25
H -2.7564 4.0821 -2.4382 0.22 0.04 -0.02
H -1.4549 4.2387 -3.6632 -0.10 0.21 0.36
C 0.6562 2.2653 -2.7271 0.13 0.30 0.00
H 0.7108 2.3870 -3.8163 0.18 0.04 0.23
H 1.1587 1.3232 -2.4498 -0.37 0.23 -0.09
H 1.2031 3.0827 -2.2340 -0.08 -0.14 -0.25
C -2.5028 -1.8829 -2.4000 -0.18 -0.20 0.44
H -2.7840 -2.1058 -1.3634 0.00 0.00 -0.31
H -2.2720 -2.8162 -2.9341 -0.14 0.28 0.18
H -3.3511 -1.3869 -2.8912 0.17 -0.17 0.28
C 0.0432 -1.8664 -3.5571 0.48 -0.22 0.47
H -0.5232 -2.1836 -4.4457 -0.04 0.20 0.38
H 0.3828 -2.7642 -3.0287 -0.05 0.18 -0.10
H 0.9330 -1.3233 -3.9125 -0.28 -0.15 0.22
I -3.7316 0.2415 0.7240 0.03 0.08 -0.44
```
Positions in Å, forces in eV/Å.



[4]
Entry from the OMol25 dataset: C7H7NO in the gas phase (ωB97M-V/def2-TZVPD).

Properties
Lowest unoccupied orbital energy   0.52 eV
HOMO energy   -8.1 eV
E   -10905.8611 eV
ΔE to the lowest compared entry with this formula, charge and spin   335.5 kJ/mol
Multiplicity   1
Kohn-Sham gap   8.59 eV

The geometry in XYZ format:
```
16
Properties=species:S:1:pos:R:3:forces:R:3
C 0.0135 -1.7133 -0.2496 0.27 0.19 -0.20
C -1.2993 -1.6867 -0.2644 -1.33 2.60 0.81
C 0.8439 -0.5817 0.1312 -1.80 0.29 -0.31
C -1.3467 0.6169 0.7704 -2.96 -1.72 -1.42
C 2.1397 -0.5402 0.1023 1.43 0.03 0.52
C 0.1064 0.7094 0.5830 2.03 0.24 1.74
C 0.3594 1.9146 -0.3484 4.46 -0.57 -1.02
N -1.9675 -0.4697 0.1814 4.61 1.51 1.14
O 3.2928 -0.4116 0.2249 -0.50 -0.13 -0.36
H 0.4714 -2.5906 -0.5606 0.95 -1.53 -0.42
H -2.0831 -2.3785 -0.4584 0.41 -1.22 -0.48
H 0.5992 0.9820 1.6081 -1.22 -0.20 -1.59
H 1.5263 2.1913 -0.2893 -2.23 -0.61 0.35
H -0.1116 2.8263 -0.0959 -1.00 0.62 0.13
H 0.3854 1.6583 -1.4326 -1.05 0.09 0.72
H -2.9298 -0.5266 0.0980 -2.06 0.40 0.39
```
Positions in Å, forces in eV/Å.